DFT (ωB97M-V with the def2-TZVPD basis set) results for 9 unconnected molecules or ions with the total composition C23H48N2O7S2.

Each atom is followed by the atoms it is bonded to, with distances in Å.
Element x y z (Å)
1 C 1.000 0.771 4.646  C2 1.423, H4 1.090, H5 1.090, H6 1.090
2 C 1.759 1.880 4.179  C1 1.423, N3 1.164
3 N 2.393 2.781 3.800  C2 1.164
4 H 1.408 -0.219 4.444  C1 1.090
5 H 0.023 0.836 4.167  C1 1.090
6 H 0.929 0.905 5.725  C1 1.090
7 C -3.899 0.936 -3.371  C8 1.472, H10 1.090, H11 1.090, H12 1.090
8 C -5.270 1.470 -3.392  C7 1.472, N9 1.142
9 N -6.309 1.944 -3.358  C8 1.142
10 H -3.812 0.009 -3.938  C7 1.090
11 H -3.566 0.822 -2.339  C7 1.090
12 H -3.286 1.640 -3.934  C7 1.090
13 C -1.663 0.482 -0.366  S14 1.913, H17 1.090, H18 1.090, H19 1.090
14 S -0.610 1.043 1.128  C13 1.913, O15 1.525, C16 1.849
15 O -0.054 -0.268 1.676  S14 1.525
16 C 0.731 1.723 0.051  S14 1.849, H20 1.090, H21 1.090, H22 1.090
17 H -2.020 1.311 -0.977  C13 1.090
18 H -2.532 -0.028 0.051  C13 1.090
19 H -1.144 -0.102 -1.126  C13 1.090
20 H 1.192 0.895 -0.487  C16 1.090
21 H 1.441 2.336 0.604  C16 1.090
22 H 0.321 2.328 -0.758  C16 1.090
23 C -3.800 -2.657 1.965  S24 1.889, H27 1.090, H28 1.090, H29 1.090
24 S -5.627 -2.177 1.948  C23 1.889, O25 1.529, C26 1.773
25 O -6.243 -3.548 2.232  S24 1.529
26 C -5.524 -1.304 3.488  S24 1.773, H30 1.090, H31 1.090, H32 1.090
27 H -3.136 -1.795 1.913  C23 1.090
28 H -3.572 -3.318 1.129  C23 1.090
29 H -3.619 -3.114 2.938  C23 1.090
30 H -5.241 -1.897 4.358  C26 1.090
31 H -6.533 -0.949 3.702  C26 1.090
32 H -4.813 -0.478 3.495  C26 1.090
33 C 3.089 0.066 2.227  C34 1.505, H37 1.090, H38 1.090, H39 1.090
34 C 3.662 -0.448 0.933  C33 1.505, O35 1.210, C36 1.515
35 O 3.774 0.285 -0.023  C34 1.210
36 C 4.105 -1.894 0.849  C34 1.515, H40 1.090, H41 1.090, H42 1.090
37 H 2.015 0.251 2.196  C33 1.090
38 H 3.693 0.942 2.465  C33 1.090
39 H 3.304 -0.634 3.034  C33 1.090
40 H 3.239 -2.426 1.243  C36 1.090
41 H 4.929 -2.133 1.522  C36 1.090
42 H 4.365 -2.197 -0.166  C36 1.090
43 C 0.130 -2.890 5.964  C44 1.495, H47 1.090, H48 1.090, H49 1.090
44 C -1.276 -2.972 5.464  C43 1.495, O45 1.237, C46 1.485
45 O -2.002 -3.917 5.794  C44 1.237
46 C -1.769 -1.828 4.655  C44 1.485, H50 1.090, H51 1.090, H52 1.090
47 H 0.223 -3.782 6.583  C43 1.090
48 H 0.272 -1.984 6.553  C43 1.090
49 H 0.857 -2.947 5.154  C43 1.090
50 H -1.364 -0.875 4.996  C46 1.090
51 H -2.844 -1.727 4.799  C46 1.090
52 H -1.503 -1.945 3.605  C46 1.090
53 C 0.803 2.029 -5.017  C54 1.495, H57 1.090, H58 1.090, H59 1.090
54 C -0.292 1.106 -4.589  C53 1.495, O55 1.236, C56 1.458
55 O -0.398 0.759 -3.407  C54 1.236
56 C -1.227 0.650 -5.610  C54 1.458, H60 1.090, H61 1.090, H62 1.090
57 H 1.559 2.164 -4.243  C53 1.090
58 H 0.514 3.075 -5.123  C53 1.090
59 H 1.226 1.655 -5.950  C53 1.090
60 H -1.682 -0.282 -5.275  C56 1.090
61 H -0.738 0.586 -6.582  C56 1.090
62 H -2.071 1.305 -5.829  C56 1.090
63 C 0.926 -2.445 -3.795  C64 1.518, H67 1.090, H68 1.090, H69 1.090
64 C 1.018 -3.008 -2.389  C63 1.518, O65 1.246, C66 1.515
65 O 0.500 -4.109 -2.122  C64 1.246
66 C 1.563 -2.168 -1.252  C64 1.515, H70 1.090, H71 1.090, H72 1.090
67 H 1.051 -1.365 -3.711  C63 1.090
68 H 0.024 -2.767 -4.316  C63 1.090
69 H 1.720 -2.926 -4.368  C63 1.090
70 H 2.027 -2.684 -0.411  C66 1.090
71 H 0.723 -1.600 -0.853  C66 1.090
72 H 2.217 -1.408 -1.679  C66 1.090
73 C 2.906 4.317 -3.649  C74 1.498, H77 1.090, H78 1.090, H79 1.090
74 C 4.032 4.028 -2.705  C73 1.498, O75 1.193, C76 1.518
75 O 5.083 3.748 -3.194  C74 1.193
76 C 3.771 4.194 -1.219  C74 1.518, H80 1.090, H81 1.090, H82 1.090
77 H 2.656 5.368 -3.504  C73 1.090
78 H 2.018 3.775 -3.324  C73 1.090
79 H 3.118 4.114 -4.699  C73 1.090
80 H 3.516 5.236 -1.025  C76 1.090
81 H 4.649 3.942 -0.623  C76 1.090
82 H 2.964 3.503 -0.976  C76 1.090

Summary:
* ΔE to the lowest compared entry with this formula, charge and spin: 28.89 kcal per mole
* E_tot: -63608.46110 eV
* Kohn-Sham gap: 9.07 eV
* HOMO energy: -9.117 eV
* spin multiplicity: 1
* net charge: 0